Below is a molecular structure, C28H41BBrN11O3PTeW at a distorted geometry, with properties calculated with wB97M-V/def2-TZVPD.

Geometry as XYZ:
```
88
Properties=species:S:1:pos:R:3:forces:R:3:mulliken_spin:R:1
W -0.290594 0.270815 -0.592944 2.5496 -2.7970 0.1752 0.821
C 0.785941 3.581951 2.051197 -0.1169 -0.0697 0.0027 0.000
C 1.139327 2.557494 1.187901 0.1809 0.0769 0.0017 0.001
N 0.043431 1.878379 0.822360 -0.3841 -0.0459 -0.6783 -0.037
N -1.026210 2.468110 1.424574 -0.1471 0.1076 0.1437 0.000
C -0.589620 3.492568 2.173461 0.2429 -0.0370 -0.0123 0.002
B -2.406178 1.753887 1.434539 0.1917 -0.0327 0.5007 0.053
N -2.854680 1.661837 -0.077390 -0.3596 0.1396 -0.3082 0.004
C -3.954870 2.242632 -0.577299 0.0589 -0.1907 -0.0129 0.006
C -3.759235 2.505369 -1.922132 0.0814 -0.0371 -0.1934 0.003
C -2.480239 2.056564 -2.188092 -0.0947 0.1615 -0.0049 0.012
N -1.937082 1.515115 -1.081532 0.1953 0.0155 0.4083 0.033
N -2.088741 0.347146 1.987876 -0.3211 -0.1006 0.1202 -0.039
C -2.338501 -0.220800 3.180137 0.0166 -0.0794 -0.1164 -0.002
C -1.544111 -1.346527 3.309391 -0.0539 0.1376 0.0153 -0.003
C -0.796035 -1.396416 2.145621 -0.0978 -0.0650 -0.0001 -0.005
N -1.130374 -0.377048 1.342382 -0.0879 0.2981 -0.2221 0.046
N -3.428518 2.547727 2.190365 0.1352 0.2197 -0.1580 0.000
C -3.738554 3.865092 1.974262 0.0822 0.0075 0.0052 0.000
C -4.730011 4.211847 2.845766 -0.0530 0.0502 -0.0613 0.000
C -4.987635 3.029141 3.571423 0.0939 -0.0247 -0.0481 0.000
N -4.211326 2.043871 3.173582 -0.0343 -0.3668 0.1397 0.000
H 1.441561 4.287050 2.530328 0.0050 -0.0032 -0.0144 0.000
H 2.118930 2.276436 0.832620 -0.0575 -0.0643 0.0148 0.001
H -1.269171 4.096480 2.750441 -0.0574 -0.0763 0.0265 0.000
H -4.813161 2.449914 0.040218 0.0760 0.0272 0.0914 0.000
H -4.445947 2.969427 -2.608814 0.0112 0.0171 0.0194 0.001
H -1.943906 2.141125 -3.119032 -0.0360 -0.0562 0.0317 0.002
H -3.072566 0.209420 3.835768 -0.0577 0.0886 0.0316 0.000
H -1.506665 -2.015711 4.150590 -0.0012 -0.0366 -0.0323 0.000
H -0.039603 -2.105289 1.856924 0.0141 0.0727 0.0459 0.013
H -3.230507 4.446516 1.219567 -0.0159 0.0142 0.0244 0.000
H -5.211385 5.169263 2.946792 0.0295 -0.0061 0.0037 0.000
H -5.698019 2.866136 4.365479 -0.0117 -0.0068 -0.0108 0.000
C 1.277117 -1.769149 -2.984300 -0.0539 0.2361 -0.2395 -0.006
C 0.747214 -0.490293 -3.656378 0.3440 -0.2346 -0.0652 0.004
N -0.488213 -0.033098 -2.980094 -0.2887 0.6116 0.6493 -0.004
C -1.670827 -0.815155 -3.439569 -0.2347 -0.2294 0.1529 0.005
C -2.655522 -1.144899 -2.320454 0.0385 0.0504 -0.2649 0.011
N -1.972743 -1.375420 -1.030112 -0.0217 0.6560 -0.1055 0.006
C -1.545022 -2.774986 -0.818944 0.3735 -0.2306 -0.0203 0.001
C -0.340321 -3.108793 -1.683640 -0.3356 0.0325 0.0728 0.011
N 0.605562 -1.984205 -1.696001 -0.0890 0.5612 0.5705 0.006
H 2.348412 -1.664528 -2.822343 -0.0075 -0.0426 0.0498 -0.002
H 1.132935 -2.628735 -3.639320 0.0070 -0.0626 0.0783 0.000
H 0.551889 -0.655177 -4.717539 -0.1313 0.0094 0.0232 0.000
H 1.482125 0.303815 -3.579441 -0.0907 0.0027 -0.0596 0.004
H -0.602467 0.925219 -3.291012 0.0833 -0.0015 0.0037 -0.004
H -1.310186 -1.730809 -3.900524 0.0624 0.0181 -0.0114 0.000
H -2.211669 -0.270105 -4.214156 0.1209 0.0255 -0.0752 0.000
H -3.236096 -2.022553 -2.613680 -0.0119 -0.0116 0.0559 0.000
H -3.359900 -0.326356 -2.188903 0.0038 -0.0310 0.0834 -0.004
H -2.661450 -1.187811 -0.305507 0.0554 0.0944 0.0651 0.003
H -2.361739 -3.461688 -1.052112 -0.0711 0.0569 0.0863 -0.001
H -1.297663 -2.891186 0.234054 -0.0566 0.0441 -0.0246 -0.008
H -0.667271 -3.331237 -2.697858 0.0849 0.0307 -0.0438 -0.002
H 0.130219 -4.015280 -1.298097 0.0464 -0.0042 -0.0451 0.001
H 1.312991 -2.139315 -0.982722 0.0775 -0.0643 -0.0930 0.005
Br 4.609211 4.065274 -3.526435 -0.2522 -0.1737 0.1604 -0.001
C 3.275644 3.014842 -2.689586 0.2680 0.1483 -0.1394 -0.002
C 3.595728 1.756355 -2.204813 -0.0204 0.1561 -0.1023 0.001
C 2.608105 0.987278 -1.612256 -0.2282 -0.2753 0.1647 0.013
C 1.290907 1.440989 -1.468400 -0.0411 0.0654 0.0070 0.054
C 1.020320 2.734099 -1.947428 -0.3479 -0.1106 0.0841 -0.054
C 1.983640 3.511204 -2.561926 0.0664 0.0234 -0.0865 0.001
H 4.607262 1.384185 -2.290502 -0.0054 -0.0354 0.0345 0.001
H 2.880584 0.000277 -1.273080 0.0997 -0.0284 0.1085 0.008
H 0.031442 3.166514 -1.820408 0.0502 0.0263 0.0113 0.002
H 1.742418 4.497988 -2.933090 0.0039 0.0064 0.0243 0.000
C 3.651755 -2.925156 4.120822 -0.0737 -0.0395 -0.1744 0.000
C 2.387787 -2.242126 3.652064 0.0694 0.0426 0.3405 0.000
O 2.217498 -2.382560 2.216737 -0.1297 -0.0909 -0.2823 -0.001
P 2.627938 -1.297440 1.126038 2.0043 0.8604 1.2690 0.006
O 1.347232 -0.723079 0.541592 -2.4237 1.2715 -1.5018 0.029
Te 4.224505 0.313550 1.872457 -0.6296 -0.6408 -0.3067 0.005
O 3.134765 -2.232314 -0.066311 -0.4023 -0.0930 -0.3453 0.000
C 4.185150 -3.214390 0.127617 0.1233 -0.2851 0.0691 0.000
C 3.602290 -4.607870 0.032655 -0.0307 0.1928 -0.0087 0.000
H 3.728726 -2.844553 5.205039 -0.0154 -0.0031 0.0014 0.000
H 4.530131 -2.454569 3.681202 0.0126 0.0348 0.0091 0.000
H 3.638275 -3.982293 3.852284 0.0094 0.0030 0.0286 0.000
H 2.386441 -1.183821 3.919191 0.0254 -0.0020 -0.1011 0.000
H 1.507689 -2.713711 4.089058 -0.0303 0.0135 -0.0437 0.000
H 4.660627 -3.051365 1.095544 0.0138 0.0883 -0.0206 0.000
H 4.921579 -3.036513 -0.653493 -0.0028 0.0808 0.0261 0.000
H 2.888135 -4.777817 0.838352 0.0019 -0.0326 -0.0061 0.000
H 4.399110 -5.347104 0.107634 -0.0059 -0.0088 0.0078 0.000
H 3.101994 -4.743638 -0.928221 0.0090 -0.0495 0.0004 0.000
```
Positions in Å, forces in eV/Å.

- Calculated total energy: -5194.6109 a.u.
- E_HOMO (spin up / spin down): -11.9 / -11.9 eV
- 2S+1: 2
- Net charge: +2
- M: 1012.840 g/mol